Entry 1:
20
Properties=species:S:1:pos:R:3 method="wB97M-V/def2-TZVPD" homo_ev="-0.908 / -4.596" s2=2.0133 charge=-1 spin_multiplicity=3 homo_lumo_gap_ha="0.1703 / 0.2660"
C -1.4185 0.7105 0.4178
C -2.1566 1.0956 1.4220
C 2.7848 0.1169 0.9571
C -1.7347 -0.3360 -0.4957
C -0.6176 -1.2766 -0.5259
C 0.6767 -0.4019 -0.4150
C 1.0071 0.7621 -1.3800
N 1.5760 -0.7438 0.5127
O 2.8598 -0.0060 2.1707
O 3.5437 0.5605 0.1055
H -1.7168 1.6923 2.1983
H -3.2876 0.7867 1.4619
H -2.8192 -0.6651 -0.3020
H -1.8156 0.2503 -1.4196
H -0.6948 -1.9069 0.3039
H -0.6655 -1.9826 -1.4033
H 0.0757 1.3021 -1.6349
H 1.3871 0.2828 -2.3172
H 1.7529 1.1811 -0.7993
H 1.2631 -1.4220 1.1429


Entry 2:
20
Properties=species:S:1:pos:R:3 method="wB97M-V/def2-TZVPD" homo_ev=-9.185 smiles="C=CCCCN.O" spin_multiplicity=1 homo_lumo_gap_ha=0.3585
C 1.0023 2.7629 1.5545
C 1.7101 1.7101 1.1510
C 1.2615 0.3047 0.8048
C -0.2502 0.0784 0.6553
C -0.6966 0.0574 -0.7925
N -0.5783 1.3663 -1.4099
H 1.5053 3.6985 1.7315
H -0.0695 2.7180 1.7019
H 2.7752 1.8843 1.0031
H 1.7201 0.0876 -0.1552
H 1.7306 -0.3408 1.5562
H -0.7732 0.9009 1.1522
H -0.5657 -0.8103 1.2008
H -1.7169 -0.3374 -0.8402
H -0.0502 -0.6472 -1.3238
H -0.9025 1.2970 -2.3722
H -1.1843 2.0383 -0.9509
O -1.6539 -5.7972 -1.8891
H -1.6200 -6.1380 -0.9870
H -1.6438 -4.8335 -1.7905


Entry 3:
86
Properties=species:S:1:pos:R:3 method="wB97M-V/def2-TZVPD" homo_ev=-9.314 smiles=C#CCOCCOCCCCCC(F)(F)C(F)(F)S(F)(F)(F)(F)F.CCO.CCO.CCO.CCO.CCO spin_multiplicity=1 homo_lumo_gap_ha=0.2426
C 3.7205 -2.3883 2.1364
C 4.3211 -2.8602 0.9298
C 5.3485 -3.0709 -0.3734
O 6.3764 -2.0093 -0.4298
C 6.2242 -1.1598 -1.6215
C 4.7471 -0.3937 -1.6985
O 4.2988 0.1477 -0.4046
C 3.9336 1.5702 -0.4897
C 2.6720 2.0039 0.4873
C 1.3004 1.1204 0.2319
C 0.0556 1.9993 -0.3870
C -1.0699 1.1237 -1.1960
C -1.9495 0.0995 -0.2070
F -1.2464 -1.2149 -0.2984
F -1.8369 0.7267 1.1629
C -3.4710 0.1046 -0.8101
F -4.1445 1.4514 -0.6875
F -3.3262 -0.1030 -2.3000
S -4.5931 -1.2589 -0.2030
F -5.4936 -0.0319 0.6599
F -5.6619 -0.9463 -1.5457
F -3.7772 -2.4948 -1.0662
F -3.7238 -1.5184 1.2483
F -5.7461 -2.4142 0.3463
H 3.4383 -1.8552 3.1662
H 4.7306 -3.1853 -1.3606
H 5.9161 -4.0810 -0.1702
H 6.4242 -1.7374 -2.6464
H 7.0451 -0.2952 -1.5921
H 3.9839 -1.2360 -2.0527
H 4.8342 0.3932 -2.5606
H 3.6338 1.9303 -1.5783
H 4.8723 2.1895 -0.0954
H 3.0573 1.9510 1.6125
H 2.4226 3.1529 0.3006
H 0.9554 0.7380 1.2993
H 1.5671 0.1876 -0.4364
H -0.3920 2.7143 0.4494
H 0.5423 2.7396 -1.1871
H -0.6173 0.4250 -2.0302
H -1.7879 1.9079 -1.7327
C -1.9932 5.4566 -2.4245
C -0.7525 5.4121 -1.5568
O 0.2314 4.5844 -2.1593
H -2.3992 4.4497 -2.5671
H -2.7634 6.0872 -1.9716
H -1.7565 5.8483 -3.4191
H -0.9889 4.9997 -0.5715
H -0.3331 6.4136 -1.4202
H 0.4406 4.9639 -3.0301
C -8.9413 0.9860 -1.5002
C -8.1413 2.2549 -1.7095
O -7.5087 2.6351 -0.4965
H -9.6983 1.1323 -0.7227
H -9.4392 0.6817 -2.4251
H -8.2930 0.1702 -1.1638
H -8.7960 3.0729 -2.0242
H -7.3736 2.1128 -2.4763
H -6.9231 1.9057 -0.2299
C 8.7658 -5.2416 0.5683
C 9.5162 -3.9831 0.9519
O 8.9691 -2.8649 0.2688
H 8.8225 -5.4091 -0.5123
H 9.1783 -6.1139 1.0831
H 7.7043 -5.1521 0.8213
H 10.5718 -4.0680 0.6774
H 9.4532 -3.8016 2.0292
H 8.0338 -2.7931 0.5258
C -1.5050 -4.4557 1.5017
C -0.2814 -4.8488 0.7002
O -0.5740 -4.7974 -0.6883
H -2.3423 -5.1253 1.2790
H -1.2975 -4.4945 2.5748
H -1.8296 -3.4428 1.2417
H 0.0264 -5.8692 0.9469
H 0.5563 -4.1759 0.9076
H -0.8381 -3.8853 -0.8988
C -3.9123 2.1942 4.7230
C -4.1250 3.0856 3.5171
O -3.1289 2.8247 2.5393
H -2.9209 2.3631 5.1562
H -4.6695 2.3862 5.4884
H -3.9593 1.1383 4.4374
H -4.0553 4.1394 3.8028
H -5.1091 2.9134 3.0705
H -3.2047 1.8887 2.2861


Entry 4:
11
Properties=species:S:1:pos:R:3 method="wB97M-V/def2-TZVPD" homo_ev=-7.470 spin_multiplicity=1 homo_lumo_gap_ha=0.2998
C 1.8782 0.6829 0.1859
C -1.9532 -0.4124 0.0511
N -0.7359 -0.0315 0.0951
N 0.2710 -1.0691 0.0640
N 1.4771 -0.5933 0.0878
O -2.8737 0.5031 0.0984
H 1.2352 1.5118 -0.0558
H 2.9420 0.7536 -0.0891
H -2.2217 -1.3698 -0.4547
H 2.2315 -1.2562 -0.1662
H -2.2504 1.2809 0.1836